# 1
Here is 3 unconnected molecules or ions with the total composition C20H48OSi from OMol25. Energies are from wB97M-V/def2-TZVPD.

XYZ file:
```
70
Properties=species:S:1:pos:R:3:forces:R:3
C -3.769316 -1.696831 6.519581 -0.068 -0.070 -0.045
O -3.517732 -0.873935 5.403028 0.219 0.073 0.042
C -4.533576 -0.900839 4.427783 -0.227 -0.084 -0.063
C -4.464742 -2.112547 3.478859 0.005 0.101 -0.032
C -3.050263 -2.647833 3.214733 0.189 0.053 0.072
C -2.697591 -2.781116 1.733812 0.009 -0.111 -0.078
C -2.166938 -1.477545 1.138462 -0.111 0.041 0.017
C -2.390487 -1.341559 -0.359732 -0.011 -0.037 -0.154
C -1.914587 0.010541 -0.911044 0.079 0.078 0.252
Si -0.052378 0.093636 -1.162310 0.006 0.076 0.014
H -4.275230 -1.129980 7.305637 -0.078 -0.021 0.041
H -4.385028 -2.560180 6.251901 0.009 -0.044 0.029
H -2.818685 -2.061560 6.904600 0.047 0.034 0.006
H -4.444308 0.026363 3.862050 0.167 0.022 -0.011
H -5.514471 -0.881106 4.918031 -0.047 0.070 -0.041
H -4.906670 -1.799110 2.527307 -0.102 -0.017 0.071
H -5.099078 -2.914138 3.860902 -0.001 -0.033 -0.027
H -2.326313 -1.976574 3.681593 0.043 -0.050 0.041
H -2.919565 -3.613450 3.706798 -0.060 0.013 0.041
H -1.949605 -3.568627 1.616354 0.011 0.002 -0.111
H -3.577141 -3.104207 1.167232 -0.022 -0.056 0.036
H -2.657569 -0.631721 1.636992 0.048 -0.001 -0.013
H -1.097031 -1.404300 1.353103 -0.015 0.147 0.113
H -3.457288 -1.467017 -0.566749 -0.004 -0.023 -0.002
H -1.874476 -2.156816 -0.878981 -0.074 -0.068 -0.016
H -2.192391 0.798710 -0.202535 -0.067 0.004 -0.073
H -2.414547 0.247668 -1.850754 0.018 0.002 -0.052
H 0.289401 -0.052923 -2.596841 0.044 -0.072 0.029
H 0.519941 1.377271 -0.694271 -0.030 0.011 -0.021
H 0.594939 -0.987240 -0.381072 0.047 -0.034 -0.085
C 3.520208 6.249378 2.719113 -0.044 0.013 -0.002
C 2.051878 6.015482 3.060322 0.029 0.010 0.010
C 1.686202 4.539384 3.207113 -0.003 -0.010 0.005
C 1.907413 3.696098 1.949958 0.008 -0.007 0.004
C 1.168732 4.190784 0.707919 -0.042 -0.029 -0.004
C -0.348428 4.200185 0.865612 0.038 0.021 -0.044
H 3.787069 5.804717 1.759282 0.002 -0.003 -0.004
H 3.745231 7.314887 2.659884 0.008 0.002 0.008
H 4.169674 5.812398 3.480744 0.011 -0.015 -0.008
H 1.421546 6.481502 2.297773 -0.013 -0.005 -0.002
H 1.815676 6.526017 3.997506 -0.001 0.010 -0.002
H 0.641726 4.461612 3.520652 -0.003 -0.006 -0.005
H 2.276542 4.108170 4.021832 0.001 0.005 0.006
H 1.591794 2.669281 2.161507 -0.002 -0.006 -0.010
H 2.976794 3.640856 1.729039 0.002 0.005 0.008
H 1.433295 3.543165 -0.131386 0.011 0.017 -0.015
H 1.514793 5.192481 0.437855 0.015 0.003 0.011
H -0.717919 3.200896 1.108262 -0.005 -0.002 0.023
H -0.834681 4.520797 -0.056905 -0.015 -0.012 0.001
H -0.670353 4.877502 1.658073 -0.001 -0.003 0.010
C 0.685892 -3.338868 -3.822885 0.021 -0.047 0.005
C 2.096212 -3.800925 -4.174418 -0.020 0.016 0.018
C 3.097331 -2.652386 -4.289796 0.012 0.005 0.006
C 2.762219 -1.614978 -5.362954 -0.003 0.009 0.005
C 2.604335 -2.180456 -6.773457 0.034 -0.004 -0.016
C 3.865002 -2.855734 -7.304713 -0.045 0.004 0.002
H 0.269857 -2.689363 -4.594520 -0.006 0.009 0.003
H 0.010144 -4.187470 -3.708079 -0.004 0.001 0.010
H 0.688844 -2.781019 -2.883583 -0.018 0.018 -0.005
H 2.072327 -4.373722 -5.105767 0.017 0.005 -0.011
H 2.450337 -4.492395 -3.405553 -0.009 -0.012 -0.002
H 4.092665 -3.065046 -4.475341 0.002 0.007 -0.009
H 3.159498 -2.140898 -3.323870 -0.003 -0.007 0.009
H 3.552733 -0.857871 -5.371472 0.002 0.003 -0.008
H 1.845529 -1.086935 -5.086574 0.000 -0.001 0.011
H 2.324527 -1.364744 -7.444940 -0.008 -0.004 -0.008
H 1.772767 -2.890306 -6.799346 -0.014 0.005 0.007
H 4.705854 -2.158785 -7.309706 0.013 -0.005 0.013
H 3.720185 -3.211276 -8.325523 0.008 0.005 -0.006
H 4.149273 -3.715450 -6.696127 0.002 -0.003 0.004
```
Positions in Å, forces in eV/Å.

## Properties
Molecular weight in g mol⁻¹: 332.7
Structure (SMILES): COCCCCCCC[SiH3].CCCCCC.CCCCCC
Lowest unoccupied orbital energy in eV: 0.843
HOMO-LUMO gap in eV: 10.57

# 2
Here is 4 unconnected molecules or ions with the total composition C20H49Br2O12P3 in a non-equilibrium geometry from OMol25. Energies are from wB97M-V/def2-TZVPD.

XYZ file:
```
86
Properties=species:S:1:pos:R:3:forces:R:3
C 1.922493 -0.633228 6.911338 0.311 -0.108 -0.782
C 1.113438 0.000218 5.759018 0.226 -0.355 -0.583
O -0.302463 -0.207625 5.979191 -0.522 0.647 -0.350
P -1.334370 1.006866 5.810536 -0.100 -0.300 -1.086
O -2.729369 0.614800 5.609456 0.144 -0.360 0.325
O -0.849710 1.966408 4.599475 0.835 0.097 1.891
C -1.264571 1.581866 3.317375 -1.264 -0.155 -1.019
C -2.606647 2.216340 2.939489 0.789 0.623 -1.051
O -0.994475 1.836208 7.073532 0.831 1.380 0.845
C -1.571484 3.132728 7.410350 -0.788 -0.235 0.108
C -0.688642 4.355360 7.121575 0.178 -1.439 0.158
H 2.998209 -0.577931 6.677181 -0.316 -0.328 -0.275
H 1.878923 -0.088643 7.842701 -0.630 0.340 0.219
H 1.629486 -1.676055 7.111432 0.134 0.382 -0.262
H 1.312168 1.077915 5.686857 0.054 -0.236 0.083
H 1.311014 -0.437124 4.725389 0.079 0.331 1.403
H -0.496459 1.888275 2.592217 -0.107 -0.420 0.329
H -1.432369 0.512965 3.345932 0.398 -0.423 -0.519
H -2.424726 3.198531 2.494179 -0.066 0.274 0.441
H -3.029723 1.678252 2.093697 -0.238 -0.427 0.154
H -3.310830 2.286008 3.753476 -0.094 -0.189 0.199
H -2.549339 3.190994 6.904162 0.338 0.086 0.213
H -1.721565 3.044597 8.484085 -0.321 0.077 -0.013
H 0.106713 4.356552 7.877410 -0.305 0.510 0.030
H -0.155320 4.099139 6.202982 -0.349 0.800 -0.379
H -1.321259 5.272850 7.125553 0.808 -0.644 -0.208
C -0.053534 -4.265706 2.219157 -0.205 0.572 -0.093
C 0.241458 -3.833500 0.813134 -0.022 0.170 0.499
O 1.557421 -3.240259 0.769415 0.229 -0.063 -0.230
P 1.969610 -1.737659 0.950012 -1.740 -0.335 0.427
O 1.068267 -0.894277 1.734386 -0.319 0.328 0.047
O 3.366158 -1.942135 1.571387 1.201 -0.641 0.243
C 4.081838 -0.943546 2.271294 0.123 1.884 0.479
C 4.427980 -1.419426 3.684798 -1.385 1.057 -0.064
O 2.162788 -1.171920 -0.497016 0.490 0.346 -0.848
C 2.979445 -1.861653 -1.463494 0.321 -0.920 0.334
C 3.642653 -0.950255 -2.413876 -0.969 0.813 -2.367
H 0.708219 -4.926852 2.620949 0.115 0.240 0.196
H -0.214208 -3.340193 2.737720 0.539 0.375 1.014
H -1.014693 -4.728347 2.314858 -0.586 -0.661 -0.337
H 0.349637 -4.692605 0.202399 -0.147 -0.653 -0.982
H -0.549797 -3.160116 0.461093 0.487 -0.115 -0.148
H 4.954649 -0.695365 1.651355 0.026 -0.210 0.363
H 3.517337 0.031528 2.363943 0.102 -1.169 -0.293
H 3.462464 -1.786728 4.147770 1.312 -0.048 -0.430
H 5.241829 -2.119585 3.636256 0.051 -0.590 0.392
H 4.718153 -0.531359 4.284070 0.085 -0.531 -0.333
H 3.838810 -2.360078 -0.973861 -0.953 -0.365 0.240
H 2.335966 -2.537481 -2.044396 0.245 -0.248 0.596
H 2.897296 -0.554629 -3.185118 1.021 -0.382 0.942
H 4.051068 -0.100662 -1.899519 0.542 0.357 0.116
H 4.410842 -1.549106 -2.960497 -0.429 0.695 0.395
C 1.228338 1.457163 -7.420935 -1.338 -1.372 0.463
C 0.341518 0.261194 -7.698419 2.033 -0.899 0.223
O -0.007413 -0.273858 -6.410540 0.085 -0.620 -0.472
P -1.494091 -0.225138 -5.958719 -0.206 0.127 2.098
O -1.641203 -0.532919 -4.518783 -0.101 0.304 -0.881
O -1.925932 1.243714 -6.380298 -0.103 -0.642 -0.240
C -2.296146 2.283919 -5.507083 -1.145 2.026 0.034
C -1.196160 2.945208 -4.661232 -0.002 -0.854 -0.765
O -2.275895 -1.171590 -6.936065 0.669 -0.085 -0.471
C -3.658490 -1.483724 -6.676624 0.752 0.021 1.258
C -3.800995 -2.478738 -5.517450 -0.408 -0.214 -0.399
H 1.650447 1.767644 -8.344611 0.705 0.660 -0.475
H 0.502405 2.117060 -7.017741 -0.054 1.524 0.365
H 1.905465 1.148685 -6.623424 0.355 0.290 -0.394
H -0.518121 0.445110 -8.294311 -0.770 0.404 -0.444
H 0.948984 -0.491134 -8.200194 -0.238 -0.341 -0.018
H -2.859203 2.972485 -6.207679 1.003 -0.195 0.854
H -3.065897 2.041849 -4.778736 -0.136 -1.008 -0.073
H -0.612217 2.194747 -4.120052 -0.365 -0.029 -0.050
H -0.465784 3.491264 -5.247592 -0.085 0.426 -0.116
H -1.706187 3.560763 -3.924431 0.217 0.280 -0.023
H -4.138484 -0.508240 -6.545945 -0.470 -0.398 0.229
H -4.003605 -1.960108 -7.557878 -0.380 -0.187 -0.978
H -3.511150 -2.076417 -4.549495 -0.142 0.112 -0.100
H -4.855852 -2.785938 -5.532488 0.149 0.081 0.343
H -3.219769 -3.408316 -5.681045 -0.130 0.642 -0.189
Br 0.597479 1.710503 -1.782252 0.268 0.187 0.263
C -0.498605 0.105607 -1.644577 0.224 -0.298 -1.075
C -1.240923 0.148679 -0.351030 -2.462 1.126 -1.454
Br -2.457045 -1.423642 -0.272277 0.277 0.549 0.017
H 0.218552 -0.715916 -1.673541 -0.217 0.115 0.056
H -1.081290 0.096403 -2.583009 0.012 -0.083 0.778
H -1.904426 1.068145 -0.287555 0.765 -1.245 -0.025
H -0.599087 0.091182 0.461206 1.078 -0.238 1.630
```
Positions in Å, forces in eV/Å.

## Properties
Molecular weight in g mol⁻¹: 734.3
Structure (SMILES): CCOP(=O)(OCC)OCC.CCOP(=O)(OCC)OCC.CCOP(=O)(OCC)OCC.BrCCBr
Lowest unoccupied orbital energy in eV: 0.650
Relative energy (zero: lowest compared OMol25 entry of this formula, charge and spin) in eV: 0.000
HOMO-LUMO gap in eV: 10.37